C27H20Cl3MnN5O3S as an isolated structure, computed with wB97M-V/def2-TZVPD.

Values from the calculation:
2S+1   5
LUMO energy (spin up / spin down)   -4.66 / -3.44 eV
Total charge   +1
⟨S²⟩   6.1065

Atoms and positions in Å:
Mn: -0.178 -0.702 0.410
Cl: 4.571 4.744 0.334
C: 3.555 3.393 0.732
C: 4.093 2.327 1.478
C: 3.325 1.249 1.817
C: 1.967 1.153 1.406
O: 1.261 0.120 1.715
C: 1.439 2.247 0.667
C: 0.047 2.310 0.389
N: -0.768 1.311 0.501
C: -2.165 1.494 0.418
C: -2.854 2.675 0.329
C: -4.264 2.681 0.275
C: -4.977 1.519 0.324
C: -4.296 0.282 0.439
C: -4.956 -0.966 0.486
C: -4.231 -2.116 0.572
C: -2.829 -2.037 0.621
N: -2.187 -0.886 0.608
C: -2.895 0.286 0.498
C: 2.247 3.365 0.352
H: 5.129 2.377 1.786
H: 3.734 0.437 2.403
H: -0.350 3.284 0.102
H: -2.333 3.622 0.307
H: -4.776 3.630 0.198
H: -6.057 1.524 0.280
H: -6.037 -0.994 0.439
H: -4.699 -3.089 0.589
H: -2.221 -2.931 0.646
H: 1.820 4.198 -0.193
C: 1.451 -2.999 4.657
N: 2.176 -2.859 3.400
C: 3.539 -2.991 3.239
C: 3.807 -2.771 1.941
N: 2.596 -2.517 1.305
C: 1.600 -2.573 2.223
S: -0.089 -2.389 2.059
C: 2.560 -2.209 -0.096
C: 3.406 -2.913 -0.933
C: 3.568 -2.452 -2.229
C: 2.908 -1.303 -2.621
C: 2.029 -0.712 -1.730
N: 1.823 -1.179 -0.490
H: 2.177 -3.040 5.464
H: 0.858 -3.911 4.648
H: 0.800 -2.138 4.787
H: 4.192 -3.209 4.065
H: 4.740 -2.729 1.411
H: 3.925 -3.790 -0.576
H: 4.221 -2.979 -2.912
H: 3.038 -0.878 -3.606
H: 1.446 0.151 -2.014
Cl: -2.935 -2.880 -3.045
C: -1.396 -2.029 -3.268
Cl: -0.203 -3.016 -4.120
C: -0.851 -1.627 -1.906
O: -0.758 -0.384 -1.677
O: -0.525 -2.483 -1.067
H: -1.593 -1.146 -3.865

Mulliken population analysis, charges in e, atoms 1 to 6: number 1, Mn, carries 0.163; number 2, Cl, carries -0.217; number 3, C, carries 0.031; number 4, C, carries -0.649; number 5, C, carries -0.541; number 6, C, carries 0.495

=====

C34H36AuN4PS2 as an isolated structure, computed with wB97M-V/def2-TZVPD.

Values from the calculation:
LUMO energy   -0.78 eV

Atoms and positions in Å:
Au: -0.338 0.593 -0.166
C: 2.524 3.224 -1.632
C: 1.453 2.402 -2.376
C: 0.021 2.844 -2.067
N: -0.366 2.565 -0.687
C: -0.588 3.463 0.285
C: -0.511 4.843 0.013
C: -0.779 5.976 0.768
C: -1.250 6.101 2.058
C: -1.573 5.042 2.896
C: -1.462 3.686 2.694
C: -0.951 2.906 1.624
N: -0.763 1.613 1.756
C: -1.455 0.769 2.711
C: -0.818 -0.611 2.916
C: -0.883 -1.589 1.719
N: 0.045 -1.179 0.678
C: 1.330 -1.604 0.596
C: 1.617 -2.953 0.492
C: 2.849 -3.628 0.478
C: 4.088 -3.159 0.815
C: 4.392 -1.852 1.240
C: 3.639 -0.718 1.162
C: 2.328 -0.510 0.614
N: 1.856 0.663 0.316
C: 2.558 1.907 0.566
C: 3.366 2.431 -0.632
H: 2.046 4.044 -1.086
H: 3.196 3.686 -2.359
H: 1.550 1.345 -2.125
H: 1.595 2.483 -3.457
H: -0.665 2.293 -2.707
H: -0.088 3.894 -2.328
H: -0.204 5.074 -0.995
H: -0.618 6.910 0.240
H: -1.407 7.105 2.433
H: -1.968 5.322 3.867
H: -1.794 3.098 3.537
H: -2.484 0.635 2.348
H: -1.531 1.231 3.701
H: -1.338 -1.067 3.764
H: 0.235 -0.495 3.193
H: -1.899 -1.629 1.318
H: -0.612 -2.583 2.078
H: 0.738 -3.570 0.342
H: 2.797 -4.676 0.207
H: 4.904 -3.871 0.810
H: 5.382 -1.720 1.663
H: 4.108 0.177 1.548
H: 3.210 1.820 1.436
H: 1.801 2.646 0.830
H: 3.863 1.593 -1.129
H: 4.146 3.089 -0.242
S: -4.063 2.207 0.189
P: -3.844 1.011 -1.345
S: -2.262 -0.299 -1.427
C: -3.880 1.952 -2.914
C: -2.912 1.814 -3.900
C: -2.952 2.619 -5.034
C: -3.965 3.551 -5.188
C: -4.956 3.667 -4.219
C: -4.913 2.874 -3.084
C: -5.287 -0.092 -1.554
C: -6.393 0.047 -0.724
C: -7.513 -0.754 -0.921
C: -7.530 -1.687 -1.947
C: -6.425 -1.827 -2.776
C: -5.305 -1.034 -2.582
H: -2.140 1.064 -3.781
H: -2.188 2.514 -5.797
H: -3.985 4.190 -6.063
H: -5.760 4.381 -4.349
H: -5.668 2.975 -2.313
H: -6.366 0.784 0.068
H: -8.370 -0.642 -0.268
H: -8.406 -2.305 -2.103
H: -6.436 -2.555 -3.579
H: -4.438 -1.144 -3.224

Mulliken population analysis, charges in e, atoms 1 to 6: number 1, Au, carries 0.560; number 2, C, carries -0.732; number 3, C, carries -0.632; number 4, C, carries -0.062; number 5, N, carries 0.446; number 6, C, carries 1.159

=====

C5H12N2 in the gas phase, computed with wB97M-V/def2-TZVPD.

Values from the calculation:
LUMO energy   0.98 eV

Atoms and positions in Å:
H: -1.804 1.108 1.008
N: -0.953 1.097 0.451
C: -0.588 -0.045 0.055
C: 0.665 -0.171 -0.776
C: 1.957 0.179 -0.031
C: 2.101 1.680 0.166
N: -1.242 -1.240 0.322
C: -2.677 -1.354 0.186
H: 0.565 0.512 -1.624
H: 0.739 -1.189 -1.169
H: 2.806 -0.201 -0.605
H: 1.959 -0.322 0.940
H: 2.971 1.905 0.780
H: 2.219 2.178 -0.794
H: 1.208 2.068 0.646
H: -0.762 -2.060 -0.026
H: -3.044 -2.155 0.833
H: -2.970 -1.569 -0.849
H: -3.151 -0.421 0.486

Mulliken population analysis, charges in e, atoms 1 to 6: number 1, H, carries 0.197; number 2, N, carries -0.652; number 3, C, carries 0.573; number 4, C, carries -0.594; number 5, C, carries -0.410; number 6, C, carries -1.133

=====

Values for relative energy (zero: lowest compared OMol25 entry of this formula, charge and spin), kJ/mol, ordered as above
63.97, 171.37, 49.98